{
  "formula": "C36H64N4O16",
  "method": "ωB97M-V/def2-TZVPD",
  "species": ["O", "C", "C", "C", "C", "O", "H", "H", "H", "H", "H", "H", "O", "C", "C", "C", "C", "O", "H", "H", "H", "H", "H", "H", "O", "C", "C", "C", "C", "O", "H", "H", "H", "H", "H", "H", "O", "C", "C", "C", "C", "O", "H", "H", "H", "H", "H", "H", "O", "C", "C", "C", "C", "O", "H", "H", "H", "H", "H", "H", "O", "C", "C", "C", "C", "O", "H", "H", "H", "H", "H", "H", "C", "N", "C", "C", "O", "H", "H", "H", "H", "H", "H", "H", "C", "N", "C", "C", "O", "H", "H", "H", "H", "H", "H", "H", "C", "N", "C", "C", "O", "H", "H", "H", "H", "H", "H", "H", "C", "N", "C", "C", "O", "H", "H", "H", "H", "H", "H", "H"],
  "positions_angstrom": [[5.779359, -7.603049, -3.062559], [4.967164, -6.682814, -2.754476], [5.271889, -5.312195, -2.162804], [3.944814, -5.318189, -1.285683], [2.901011, -6.043902, -2.048993], [3.688875, -6.980799, -2.720508], [6.260761, -5.237837, -1.710372], [5.293347, -4.608789, -2.995197], [4.026398, -5.974537, -0.419274], [3.620860, -4.307491, -1.037408], [2.148048, -6.641024, -1.534610], [2.351479, -5.401584, -2.737138], [-11.056051, -5.867295, 1.865547], [-10.222172, -5.150264, 1.376689], [-8.908524, -5.546995, 0.649485], [-8.341497, -4.319613, 0.128175], [-8.969905, -3.250290, 0.989623], [-10.255419, -3.808065, 1.364456], [-8.200773, -6.020100, 1.330185], [-9.126534, -6.111577, -0.257057], [-7.318334, -4.540798, 0.431981], [-8.421261, -4.256578, -0.957078], [-8.406497, -3.166869, 1.918987], [-8.953925, -2.296011, 0.463119], [8.221667, 7.327655, 6.290842], [7.303416, 6.732757, 5.793373], [7.346763, 6.188556, 4.386199], [6.014256, 5.851690, 4.142233], [5.442317, 5.543173, 5.509757], [6.275010, 6.316980, 6.401846], [7.538168, 7.074290, 3.780451], [8.056200, 5.381598, 4.202829], [5.349777, 6.649944, 3.811523], [6.007681, 5.134122, 3.321785], [4.391848, 5.833129, 5.486702], [5.615079, 4.493622, 5.747849], [3.800075, 5.900948, -4.586511], [4.800512, 5.364614, -4.139604], [5.007573, 3.964488, -3.725117], [6.553361, 4.107923, -3.292727], [7.070669, 5.526041, -3.539401], [5.914345, 6.113534, -4.092457], [4.338929, 3.660550, -2.919735], [4.728378, 3.459737, -4.649986], [6.618128, 3.759613, -2.261907], [7.080771, 3.454698, -3.987880], [7.438690, 6.020427, -2.640378], [7.890327, 5.495575, -4.257269], [-10.105016, 2.610889, -6.356865], [-9.572303, 3.200923, -5.399890], [-9.585233, 4.623210, -4.994889], [-8.718803, 4.626675, -3.724644], [-9.000949, 3.209527, -3.191601], [-9.079520, 2.438081, -4.362346], [-9.197987, 5.075698, -5.907801], [-10.653305, 4.827453, -4.919987], [-7.638842, 4.678436, -3.862867], [-8.962060, 5.431026, -3.030430], [-8.169890, 2.799519, -2.617730], [-9.946669, 3.099135, -2.661010], [9.342339, -0.456904, 2.556514], [10.019657, -1.394149, 2.376737], [11.248764, -1.917529, 3.240328], [11.805863, -2.997942, 2.274371], [10.749630, -3.378412, 1.248375], [9.783973, -2.326100, 1.359498], [11.894447, -1.055851, 3.409792], [10.847745, -2.366668, 4.148932], [12.660152, -2.541213, 1.774672], [12.033808, -3.935147, 2.782106], [11.193285, -3.416848, 0.253478], [10.259972, -4.328941, 1.460128], [-2.012576, -8.098788, 4.654502], [-2.729017, -7.434236, 5.701351], [-2.784791, -6.107286, 5.774083], [-3.331645, -5.562706, 7.107878], [-2.430795, -5.394871, 4.840978], [-1.051191, -8.384804, 5.081141], [-1.659814, -7.525605, 3.797123], [-2.710435, -8.879180, 4.351042], [-3.030709, -7.923489, 6.531843], [-3.119344, -4.493579, 7.108695], [-2.817967, -5.953732, 7.986133], [-4.417341, -5.614108, 7.189829], [-0.718290, 7.055772, 0.474907], [-1.104220, 7.750704, 1.757039], [-1.869626, 8.807343, 1.720411], [-2.132590, 9.472377, 3.027103], [-2.369437, 9.221023, 0.711700], [0.211497, 6.557191, 0.748808], [-0.593592, 7.864290, -0.245410], [-1.377181, 6.316725, 0.019082], [-0.485605, 7.588974, 2.538873], [-3.177183, 9.376806, 3.323406], [-1.703771, 10.474139, 3.053424], [-1.745514, 8.818955, 3.808966], [2.004865, 0.338159, 1.900895], [0.699915, -0.315438, 1.722870], [-0.128189, -0.011841, 0.770565], [-1.570897, -0.490026, 1.038537], [0.202715, 0.760081, -0.222409], [1.935270, 1.417020, 2.039849], [2.666796, 0.186077, 1.048351], [2.719364, -0.152540, 2.561803], [0.367846, -1.079673, 2.293649], [-1.789586, -0.737197, 2.077374], [-1.696267, -1.484066, 0.609250], [-2.345177, 0.216669, 0.739913], [-4.797995, -4.289350, -5.608862], [-5.582218, -3.292044, -6.284885], [-5.842260, -3.321815, -7.593025], [-6.067189, -1.932636, -8.171870], [-5.742922, -4.262786, -8.340673], [-5.385724, -4.796085, -4.843422], [-3.909156, -3.990001, -5.053470], [-4.395192, -5.032180, -6.297367], [-5.722540, -2.356140, -5.932056], [-5.514287, -1.689720, -9.079273], [-5.910870, -1.119899, -7.462557], [-7.121273, -1.910351, -8.448467]],
  "atomic_forces_ev_per_a": [[-2.36, 3.54, 0.61], [4.58, -3.96, -0.54], [-1.92, -1.29, -0.28], [0.70, 1.77, 1.19], [-0.57, 0.43, -1.16], [-0.69, -1.33, -1.51], [-0.43, -0.37, 0.41], [-0.51, 0.33, 0.11], [0.86, 0.63, 0.48], [0.09, -0.13, 0.47], [0.19, 0.37, 0.61], [0.07, 0.02, -0.38], [0.53, 0.90, -0.38], [0.77, -1.14, -0.44], [-2.15, -1.88, 0.05], [2.09, 0.70, 0.26], [0.55, -0.53, -0.06], [-0.56, 1.32, 0.07], [-0.52, -0.54, -0.02], [-0.24, -1.09, 0.76], [0.63, 1.40, -0.81], [-0.14, 0.54, 0.21], [0.05, 0.28, 0.00], [-1.00, 0.04, 0.36], [-0.32, 0.56, 0.52], [4.89, 0.03, -1.44], [2.77, 2.93, -0.16], [-4.18, -1.20, -1.62], [0.16, -1.39, -0.55], [-4.02, -0.76, 1.74], [1.07, -0.25, -0.23], [0.19, 0.28, 0.37], [0.59, 0.54, -0.45], [-0.86, -0.65, 0.47], [0.18, -0.08, 0.95], [-0.45, -0.01, 0.40], [0.95, -1.16, 0.70], [-2.23, 2.51, -1.01], [1.68, 1.31, 0.52], [-0.76, -2.47, -0.41], [-0.99, -1.48, 0.06], [0.54, 1.76, -0.20], [0.09, 0.10, -0.12], [0.58, -0.75, 0.23], [0.43, -0.02, -0.17], [0.32, -0.34, 0.59], [-0.42, 0.25, 0.00], [-0.19, 0.29, -0.17], [1.99, 2.28, 2.24], [-2.32, -4.19, -1.23], [0.95, -0.23, -1.06], [-0.64, 0.13, 0.58], [0.54, 0.52, 0.19], [-0.16, -0.34, -1.38], [0.02, 0.88, 0.37], [0.12, 0.56, 0.45], [-0.12, 0.17, -0.68], [-0.18, -0.14, 0.04], [-0.20, 0.16, 0.25], [0.01, 0.20, 0.25], [-0.93, 1.28, -0.03], [1.79, -3.10, 0.19], [-1.54, -0.33, -2.14], [0.71, -0.05, 0.86], [-0.21, 1.13, 0.72], [-0.54, 1.03, -0.12], [0.06, -0.37, 0.26], [0.08, 0.36, 0.10], [0.21, -0.52, 0.03], [0.77, 0.34, 0.18], [-0.36, 0.15, -0.10], [-0.05, 0.07, 0.04], [0.33, -0.87, 0.14], [-0.25, 0.60, 0.46], [-0.32, 1.29, 0.16], [0.38, 1.05, -0.60], [-0.10, 0.09, 0.60], [-0.09, -1.06, -0.05], [-1.03, 0.65, 0.24], [0.91, -0.55, -0.42], [0.27, -0.32, -0.38], [0.07, 0.01, -0.09], [-0.22, -0.40, -0.09], [0.05, -0.48, 0.02], [0.55, 1.11, 1.15], [1.71, -3.43, -1.16], [-1.23, 1.67, 0.89], [0.15, -0.94, 1.35], [-0.83, 0.52, -1.85], [0.11, 0.04, -0.55], [0.34, -0.28, -0.18], [-0.52, 0.16, 0.68], [-0.42, 0.03, -0.07], [-0.29, 0.82, -0.72], [-0.39, -0.08, 0.17], [0.82, 0.38, 0.30], [0.95, -0.79, -1.09], [2.18, -0.73, 1.99], [-1.24, 4.05, -4.48], [0.29, -0.73, -0.06], [-1.39, -2.80, 3.48], [-0.24, -0.23, 0.29], [-0.66, 0.32, -0.94], [-1.03, 0.00, 1.17], [0.57, 0.39, 0.54], [0.47, 0.47, 0.37], [-0.27, 0.19, -0.77], [0.37, -0.14, -0.48], [0.01, -1.10, 0.90], [0.36, 0.48, 0.96], [1.30, 1.35, -1.96], [-1.31, 0.39, 0.05], [-0.14, -1.12, 0.06], [-0.20, -0.30, -0.16], [-0.04, 1.06, -0.23], [-0.55, 0.08, -0.30], [0.44, -0.48, 0.63], [0.20, -0.58, 0.15], [0.03, -0.02, 0.06], [-0.12, 0.25, -0.16]],
  "mulliken_charge": [-0.6245, 0.5537, -0.3932, -0.4926, -0.3488, -0.3150, 0.2587, 0.2498, 0.2587, 0.3362, 0.2481, 0.2688, -0.5616, 0.5103, -0.4414, -0.4502, -0.3448, -0.3696, 0.3102, 0.2325, 0.2069, 0.3392, 0.2447, 0.3239, -0.5993, 0.4723, -0.2539, -0.5351, -0.4225, -0.3250, 0.1813, 0.3206, 0.2484, 0.3196, 0.3253, 0.2683, -0.6018, 0.5040, -0.2912, -0.4757, -0.3087, -0.3443, 0.2442, 0.2204, 0.3506, 0.2342, 0.2370, 0.2314, -0.6126, 0.4780, -0.3115, -0.4674, -0.3694, -0.3334, 0.2733, 0.2454, 0.2451, 0.3148, 0.2771, 0.2602, -0.5164, 0.4556, -0.3868, -0.5066, -0.3268, -0.3558, 0.2914, 0.2476, 0.2661, 0.3178, 0.2348, 0.2788, -0.8050, -0.2006, 0.7360, -1.1002, -0.6576, 0.2931, 0.2958, 0.2890, 0.2166, 0.3042, 0.3356, 0.2928, -0.7940, -0.2429, 0.6731, -0.9515, -0.6201, 0.3076, 0.2854, 0.2378, 0.2826, 0.2743, 0.2417, 0.3061, -0.8729, -0.1363, 0.6855, -1.0691, -0.6806, 0.2613, 0.3008, 0.3630, 0.2317, 0.3395, 0.2880, 0.2893, -0.8874, -0.1936, 0.7035, -0.9472, -0.6149, 0.2597, 0.3209, 0.3370, 0.1890, 0.2761, 0.3025, 0.2548],
  "e_above_lowest_ev": 6.315,
  "homo_energy_ha": -0.3505,
  "smiles": "O=C1CCCO1.O=C1CCCO1.O=C1CCCO1.O=C1CCCO1.O=C1CCCO1.O=C1CCCO1.CNC(C)=O.CNC(C)=O.CNC(C)=O.CNC(C)=O",
  "total_energy_ha": -2832.87604,
  "homo_lumo_gap_ev": 9.346
}